1.
C10H14BCdF5N6OTe | ωB97M-V/def2-TZVPD

Molecular weight   580.077 g/mol
LUMO (spin up / spin down)   -3.034 / -3.022 eV
Largest force on an atom   6.140 eV Å⁻¹
HOMO (spin up / spin down)   -9.398 / -9.346 eV
Gap between HOMO and LUMO (spin up / spin down)   6.36 / 6.32 eV
Energy   -47701.887 eV

Each line ends with the Mulliken charge.
Cartesian coordinates (Å):
1 H 0.82963 3.15852 1.06898  0.448
2 N 0.40413 1.61552 -0.30352  -0.442
3 B 0.02773 0.19462 -2.36632  0.195
4 N 0.40433 1.52652 -1.65872  0.465
5 C 0.76493 2.72162 -2.19422  -0.080
6 Cd -0.13527 -0.14868 0.84678  0.394
7 H 0.82223 2.84532 -3.27512  0.428
8 C 1.00633 3.61432 -1.14992  -1.020
9 H 1.31323 4.65642 -1.22562  0.367
10 C 0.76473 2.86782 0.02068  -0.098
11 H 0.08983 0.32682 -3.56672  -0.104
12 C -0.65447 -1.85048 1.89708  -0.821
13 H -0.62987 -1.69408 2.98728  0.246
14 H 0.04623 -2.66418 1.63648  0.297
15 H -1.67357 -2.16008 1.60308  0.349
16 N -1.41317 -0.20158 -1.94232  0.390
17 N 1.01093 -0.91198 -1.89522  0.435
18 N -1.71797 -0.39458 -0.63352  -0.313
19 N 1.11633 -1.22518 -0.57852  -0.369
20 C -2.52347 -0.38738 -2.70232  -0.081
21 C 1.87173 -1.67548 -2.61692  -0.051
22 H -2.47497 -0.27388 -3.78492  0.423
23 H 1.93093 -1.56518 -3.69922  0.423
24 C -3.58337 -0.71238 -1.85592  -1.039
25 C 2.55773 -2.51228 -1.73662  -1.068
26 C -3.02347 -0.70188 -0.56282  -0.191
27 C 2.04603 -2.18748 -0.46432  -0.205
28 H -4.61467 -0.92388 -2.13502  0.367
29 H 3.32093 -3.24948 -1.98082  0.374
30 H -3.48517 -0.89368 0.40578  0.474
31 H 2.29623 -2.58808 0.51818  0.469
32 H -1.02347 0.63642 1.87118  0.170
33 F 0.98303 -1.18408 4.86758  -0.429
34 Te 0.62933 0.67352 4.19028  1.919
35 F 0.23823 2.52512 3.53038  -0.444
36 F -1.31237 0.18152 3.94588  -0.460
37 F -0.03467 1.21012 6.00748  -0.392
38 F 2.49693 1.21642 4.65558  -0.414
39 O 1.32833 0.13532 2.27588  -0.613

2.
C2H4N2S2 | ωB97M-V/def2-TZVPD

Molecular weight   120.202 g/mol
LUMO   -0.920 eV
Largest force on an atom   5.415 eV Å⁻¹
HOMO   -9.055 eV
Gap between HOMO and LUMO   8.13 eV
Energy   -26785.238 eV
Relative energy (zero: lowest compared OMol25 entry of this formula, charge and spin)   460.9 kJ/mol

Each line ends with the Mulliken charge.
Cartesian coordinates (Å):
1 C 1.39968 1.08510 -0.01220  0.099
2 C -1.65524 -1.43446 0.23471  -0.180
3 H 1.63533 -0.45931 -1.49223  0.275
4 H 2.02693 1.73111 0.73264  0.262
5 H -0.36479 2.12546 0.94079  0.330
6 H -0.99910 -2.24888 0.91214  0.296
7 N 1.94827 0.29468 -0.84547  -0.537
8 N 0.12596 0.91623 0.60280  -0.398
9 S -1.17239 0.15962 -0.37860  0.049
10 S -2.94466 -2.16955 -0.69460  -0.196

3.
C8H8O3 | ωB97M-V/def2-TZVPD

Molecular weight   152.149 g/mol
LUMO   0.352 eV
Structure (SMILES)   Cc1cc(O)cc(C(=O)O)c1
Largest force on an atom   3.835 eV Å⁻¹
HOMO   -9.056 eV
Gap between HOMO and LUMO   9.41 eV
Energy   -14567.698 eV
Relative energy (zero: lowest compared OMol25 entry of this formula, charge and spin)   101.4 kJ/mol

Each line ends with the Mulliken charge.
Cartesian coordinates (Å):
1 C 1.74469 -2.16588 0.06744  -1.245
2 C 0.93205 -0.88081 0.09083  0.738
3 C 1.53688 0.34348 -0.05155  -0.785
4 C 0.74294 1.47335 -0.05599  0.849
5 C -0.68100 1.46070 -0.04015  -1.044
6 C -1.23713 0.17129 -0.04373  1.151
7 C -0.45363 -0.95440 0.20149  -1.128
8 C -2.76150 -0.01172 -0.13133  0.472
9 H 1.17404 -2.76710 -0.70912  0.328
10 H 2.75787 -1.90530 -0.26639  0.352
11 H 1.78010 -2.64539 1.09162  0.275
12 H 2.60798 0.25514 -0.24350  0.167
13 H 2.34267 2.50214 -0.23159  0.296
14 H -1.19874 2.43510 -0.06609  0.240
15 H -0.90026 -1.86550 0.16932  0.585
16 H -2.92253 1.88083 0.30586  0.318
17 O 1.37064 2.70258 -0.05858  -0.568
18 O -3.56204 1.04854 0.31735  -0.482
19 O -3.27304 -1.07702 -0.34589  -0.517

4.
C16H40BF4N5O2PPdS | ωB97M-V/def2-TZVPD

Molecular weight   590.794 g/mol
Net charge   +3
Expectation value of S²   6.0137
LUMO (spin up / spin down)   -7.248 / -11.574 eV
Largest force on an atom   0.283 eV Å⁻¹
HOMO (spin up / spin down)   -17.946 / -18.083 eV
Gap between HOMO and LUMO (spin up / spin down)   10.70 / 6.51 eV
Spin multiplicity   5
Energy   -63914.906 eV
Relative energy (zero: lowest compared OMol25 entry of this formula, charge and spin)   0.0 kJ/mol

Each line ends with the Mulliken spin population.
Cartesian coordinates (Å):
1 Pd -0.84188 -0.62451 0.45128  1.551
2 F -2.87361 -1.50237 0.84568  0.051
3 B -2.36519 -2.66693 0.10601  -0.004
4 F -1.05662 -2.86619 0.75241  0.045
5 F -2.03417 -2.14130 -1.16589  0.016
6 F -3.15728 -3.72387 0.14932  0.001
7 C -4.31514 0.57398 -1.58424  -0.002
8 C -3.76977 1.73263 -0.76022  0.003
9 S -1.98849 1.93976 -1.02188  0.008
10 O -1.28562 1.44767 0.28529  0.117
11 C -1.81345 3.72845 -0.92682  0.012
12 C -2.27733 4.33149 0.38814  0.002
13 H -5.38233 0.47223 -1.39279  0.000
14 H -3.83907 -0.37139 -1.32524  0.000
15 H -4.18849 0.75384 -2.65175  0.000
16 H -3.88022 1.58216 0.31488  -0.001
17 H -4.24392 2.67736 -1.02694  0.001
18 H -2.37725 4.09677 -1.78829  0.001
19 H -0.75613 3.91609 -1.11951  0.000
20 H -3.34817 4.20984 0.54325  0.000
21 H -2.06750 5.40032 0.37339  0.000
22 H -1.74263 3.89586 1.23060  0.000
23 C -1.64656 -1.11105 3.40858  0.052
24 C -1.40869 -1.05692 4.98778  0.032
25 N -0.13961 -0.39724 5.11421  0.642
26 C 0.97651 -1.15708 4.62296  0.024
27 C 0.73157 -1.21232 3.04721  0.053
28 N -0.50294 -0.48104 2.72202  0.215
29 C -0.38191 0.92398 3.14049  0.055
30 C -0.14188 0.98238 4.71668  0.021
31 H -2.55868 -0.57779 3.15461  0.000
32 H -1.73661 -2.14412 3.08292  0.001
33 H -1.35859 -2.05861 5.40743  0.008
34 H -2.18723 -0.47866 5.47929  0.006
35 H 0.96910 -2.15477 5.05471  0.007
36 H 1.90838 -0.64978 4.86022  0.006
37 H 0.62183 -2.24693 2.72796  -0.004
38 H 1.56686 -0.75310 2.52322  0.009
39 H -1.29431 1.45361 2.88083  -0.001
40 H 0.45196 1.38691 2.61810  -0.001
41 H -0.94866 1.51408 5.21485  0.008
42 H 0.81463 1.44215 4.95286  0.006
43 C 2.60959 -2.51315 -3.50124  -0.004
44 N 2.40176 -2.08940 -2.13881  0.786
45 C 2.83188 -2.99357 -1.10010  -0.018
46 P 1.81465 -0.43533 -1.71692  -0.015
47 O 1.22086 -0.63497 -0.35879  0.056
48 N 0.85493 -0.05662 -2.94244  -0.014
49 C 0.95313 1.15928 -3.76502  0.000
50 C -0.23488 -0.97696 -3.32136  0.004
51 N 3.15288 0.45581 -1.71772  0.108
52 C 4.00625 0.59709 -2.91277  -0.005
53 C 3.73882 0.98884 -0.47700  -0.006
54 H 3.67388 -2.72264 -3.66035  0.031
55 H 2.26058 -1.76732 -4.20639  0.003
56 H 2.08015 -3.45941 -3.66367  0.040
57 H 3.89061 -3.23651 -1.24312  0.040
58 H 2.27717 -3.93391 -1.20009  0.043
59 H 2.65970 -2.56419 -0.12023  0.000
60 H 1.63723 1.87602 -3.31973  0.000
61 H -0.03360 1.61705 -3.82771  0.000
62 H 1.28477 0.91541 -4.77525  0.000
63 H -0.17787 -1.91308 -2.76705  -0.002
64 H -0.17701 -1.19740 -4.38804  0.000
65 H -1.20160 -0.52353 -3.11188  0.002
66 H 3.49489 0.24803 -3.80628  0.001
67 H 4.93006 0.03168 -2.78436  -0.001
68 H 4.25883 1.64741 -3.05189  0.002
69 H 3.04222 0.87011 0.34673  0.002
70 H 3.94663 2.04928 -0.61712  0.006
71 H 4.67263 0.47639 -0.24497  0.003

5.
C36H71ClN5O24P2 | ωB97M-V/def2-TZVPD

Molecular weight   1055.376 g/mol
Net charge   +1
LUMO   -2.910 eV
Largest force on an atom   0.747 eV Å⁻¹
HOMO   -11.285 eV
Gap between HOMO and LUMO   8.37 eV
Energy   -126172.259 eV

Each line ends with the Mulliken charge.
Cartesian coordinates (Å):
1 C 1.74627 3.93502 -3.56330  -1.120
2 P 1.45368 4.94022 -2.06760  0.182
3 C -0.34486 5.24673 -2.02459  -0.773
4 N 1.74293 3.78589 -0.74474  -0.230
5 C 2.47831 4.10078 0.32592  -0.180
6 P 3.14884 5.78028 0.62381  0.719
7 O 2.05295 6.72074 0.47499  -0.486
8 O 3.75787 5.63828 2.07513  -0.502
9 O 4.38201 5.98527 -0.35825  -0.537
10 N 2.55915 3.13791 1.20906  -0.324
11 C 1.80673 2.12356 0.71400  0.431
12 N 1.64941 0.98855 1.37866  0.455
13 C 2.33838 0.88883 2.69040  -1.236
14 C 3.85969 0.71709 2.60207  0.159
15 C 4.30236 -0.72904 2.86656  -0.801
16 N 5.71110 -1.01151 2.68609  -0.600
17 C 0.85002 -0.13693 0.92548  -1.306
18 C 1.59419 -1.14065 0.01016  -0.212
19 C 2.64223 -0.50838 -0.87372  -0.045
20 O 3.70503 -0.18273 -0.43858  -0.464
21 O 2.34323 -0.26290 -2.18829  -0.372
22 N 1.27931 2.48603 -0.47832  1.035
23 C 0.38170 1.87293 -1.42380  -0.314
24 C -1.09600 2.23558 -1.25650  0.300
25 O -1.85734 2.28054 -2.16058  -0.506
26 Cl -1.59386 2.51314 0.40968  -0.137
27 H 2.55857 3.22370 -3.39244  0.338
28 H 2.03638 4.62738 -4.35458  0.420
29 H 0.87255 3.37078 -3.90410  0.385
30 H -0.46021 6.32442 -2.15122  0.512
31 H -0.74122 5.01251 -1.03397  0.009
32 H -0.89464 4.70006 -2.79062  0.359
33 H 4.71907 5.69047 2.13385  0.362
34 H 4.95324 5.21441 -0.46954  0.384
35 H 2.09120 1.78666 3.25632  0.498
36 H 1.89349 0.03712 3.20623  0.568
37 H 4.24918 1.06920 1.64653  -0.098
38 H 4.30724 1.35001 3.37626  0.555
39 H 4.04632 -0.96578 3.90640  0.440
40 H 3.72862 -1.42013 2.23971  0.124
41 H 6.00176 -0.91841 1.72137  0.189
42 H 6.29802 -0.42755 3.26693  0.289
43 H -0.07952 0.20084 0.46872  0.217
44 H 0.54417 -0.68150 1.81782  0.540
45 H 0.87901 -1.73071 -0.56806  0.576
46 H 2.14011 -1.84614 0.64020  0.414
47 H 2.27460 -1.08080 -2.70365  0.371
48 H 0.46369 0.78911 -1.39166  0.387
49 H 0.65755 2.16929 -2.43280  -0.029
50 C -4.18836 0.13239 -1.62713  -1.029
51 C -4.29223 -1.16028 -0.84765  -0.232
52 O -5.12252 -1.02174 0.31303  -0.274
53 C -6.44101 -1.05886 0.08382  0.645
54 O -6.96278 -1.23025 -0.98547  -0.554
55 O -7.06208 -0.88633 1.24631  -0.242
56 C -8.49445 -0.86707 1.16017  -0.714
57 H -3.86682 0.94425 -0.97431  0.127
58 H -3.46789 0.02343 -2.43829  0.407
59 H -5.14856 0.40856 -2.05979  0.400
60 H -3.32025 -1.44993 -0.44707  0.300
61 H -4.65876 -1.97715 -1.46894  0.320
62 H -8.86019 -1.75205 0.64543  0.317
63 H -8.82800 0.02832 0.63916  0.313
64 H -8.84840 -0.85540 2.18619  0.213
65 C 1.29197 -7.51852 -1.37970  -1.169
66 C 0.65272 -6.41723 -2.19350  -0.067
67 O 1.28633 -5.13729 -1.95658  -0.340
68 C 2.44498 -4.94610 -2.57066  0.633
69 O 3.01193 -5.69179 -3.31876  -0.550
70 O 2.89060 -3.72315 -2.21901  -0.161
71 C 4.16777 -3.37407 -2.76486  -0.614
72 H 1.29488 -7.25761 -0.32079  0.315
73 H 0.72921 -8.44221 -1.50954  0.362
74 H 2.32036 -7.69390 -1.69273  0.345
75 H -0.38435 -6.26992 -1.89980  0.214
76 H 0.67632 -6.63710 -3.25984  0.301
77 H 4.18618 -3.49568 -3.84588  0.351
78 H 4.96667 -3.96269 -2.31878  0.311
79 H 4.31719 -2.32495 -2.51486  0.106
80 C -5.13579 0.18440 3.57752  -0.640
81 C -4.22642 0.88174 4.56405  -0.358
82 O -4.84274 1.04258 5.85131  -0.389
83 C -4.84463 -0.04895 6.61781  0.770
84 O -4.34830 -1.11072 6.33836  -0.563
85 O -5.48493 0.23817 7.74765  -0.347
86 C -5.60589 -0.85859 8.66097  -0.636
87 H -6.08797 0.70919 3.49893  0.288
88 H -4.67551 0.15556 2.59063  0.091
89 H -5.33798 -0.83993 3.88665  0.341
90 H -4.00958 1.89876 4.23942  0.287
91 H -3.28229 0.34913 4.68489  0.349
92 H -4.63224 -1.29680 8.86757  0.298
93 H -6.27102 -1.61770 8.25319  0.295
94 H -6.03014 -0.43940 9.56768  0.222
95 C -3.85000 -9.06111 -4.60632  -1.092
96 C -4.12799 -7.59496 -4.85048  -0.162
97 O -4.99256 -7.03781 -3.84300  -0.363
98 C -4.41415 -6.74549 -2.68444  0.812
99 O -3.24257 -6.86548 -2.42064  -0.573
100 O -5.34925 -6.28343 -1.85611  -0.340
101 C -4.88514 -5.96974 -0.54078  -0.579
102 H -4.78475 -9.61569 -4.52239  0.304
103 H -3.27488 -9.47185 -5.43609  0.366
104 H -3.28183 -9.20348 -3.68819  0.292
105 H -4.67205 -7.45217 -5.78158  0.291
106 H -3.20788 -7.01288 -4.89722  0.281
107 H -4.03746 -5.28848 -0.58270  0.248
108 H -4.59901 -6.87795 -0.01297  0.300
109 H -5.72317 -5.49656 -0.03853  0.208
110 C -5.87617 7.91209 -1.02257  -1.139
111 C -5.06567 6.64602 -1.18166  -0.200
112 O -3.65945 6.87660 -0.95965  -0.332
113 C -3.29398 6.97121 0.31877  0.738
114 O -4.00766 6.83547 1.27706  -0.544
115 O -1.98447 7.22856 0.35478  -0.254
116 C -1.44080 7.39588 1.67132  -0.616
117 H -5.48774 8.69658 -1.67255  0.298
118 H -6.91552 7.72147 -1.28917  0.368
119 H -5.84434 8.26852 0.00574  0.315
120 H -5.12084 6.27414 -2.20295  0.315
121 H -5.41131 5.86121 -0.50952  0.313
122 H -1.69382 6.54171 2.29677  0.304
123 H -1.80789 8.30994 2.13335  0.315
124 H -0.36400 7.45073 1.53549  0.141
125 C 11.61640 -1.83836 -0.93961  -1.076
126 C 11.77233 -0.40039 -0.50069  -0.175
127 O 10.75911 0.44995 -1.07819  -0.394
128 C 9.56781 0.38981 -0.50408  0.749
129 O 9.25644 -0.27125 0.45359  -0.579
130 O 8.73779 1.20516 -1.17117  -0.387
131 C 7.40495 1.19460 -0.66913  -0.502
132 H 11.60493 -1.90472 -2.02790  0.296
133 H 12.45012 -2.43072 -0.56358  0.353
134 H 10.69069 -2.26560 -0.55675  0.306
135 H 12.70996 0.01797 -0.85924  0.293
136 H 11.74476 -0.30442 0.58396  0.314
137 H 7.39154 1.39576 0.40119  0.309
138 H 6.92573 0.23602 -0.86665  0.263
139 H 6.87622 1.97986 -1.20375  0.226